{"formula": "C5H10N2S", "method": "wB97M-V/def2-TZVPD", "species": ["C", "C", "C", "S", "C", "C", "N", "N", "H", "H", "H", "H", "H", "H", "H", "H", "H", "H"], "positions_angstrom": [[1.214, 1.785, -0.038], [0.314, 0.596, 0.047], [-1.184, 0.964, 0.067], [-2.239, -0.478, 0.022], [0.709, -0.248, 1.228], [1.647, -1.193, 0.532], [1.610, -1.125, -0.756], [0.548, -0.284, -1.113], [1.084, 2.285, -1.023], [2.292, 1.465, -0.070], [1.111, 2.537, 0.764], [-1.422, 1.518, 0.937], [-1.358, 1.663, -0.789], [-1.555, -1.110, -0.957], [1.231, 0.262, 1.995], [-0.102, -0.827, 1.702], [2.309, -1.865, 1.070], [0.937, 0.158, -1.918]], "forces_ev_per_angstrom": [[1.527, 1.199, -1.008], [-1.529, 0.417, 0.115], [0.873, 0.512, -1.770], [-0.424, -0.290, -0.147], [-0.061, -1.959, -0.379], [0.256, -0.027, -0.861], [-0.047, -1.310, 1.804], [1.011, -0.455, 0.392], [-0.184, 0.001, 0.614], [-0.928, 0.116, 0.299], [-0.161, -0.421, -0.261], [-0.249, 0.486, 1.068], [-0.125, -0.645, 0.487], [-0.138, 0.176, 0.196], [0.438, 0.857, 0.795], [0.025, 0.336, -0.287], [0.087, 0.054, -0.379], [-0.372, 0.953, -0.680]], "homo_lumo_gap_ev": 9.7, "charge": 0, "smiles": "C[C@]1(CS)CC=NN1", "de_lowest_kcal_mol": 32.4, "mol_weight_g_mol": 130.2}

***

{"formula": "C4H9N", "method": "wB97M-V/def2-TZVPD", "species": ["C", "C", "C", "C", "N", "H", "H", "H", "H", "H", "H", "H", "H", "H"], "positions_angstrom": [[-0.948, 0.990, -0.272], [0.068, 0.121, -0.241], [-0.500, -0.963, 0.615], [1.517, 0.225, -0.067], [0.914, -0.144, -1.397], [-1.010, 1.907, -1.028], [-2.114, 0.724, -0.353], [-0.678, 1.365, 0.805], [-1.517, -1.643, 0.404], [0.076, -1.756, 0.941], [-0.949, -0.526, 1.632], [2.106, 1.164, -0.151], [2.074, -0.424, 0.508], [0.963, -1.040, -1.396]], "forces_ev_per_angstrom": [[-6.468, 9.391, 0.505], [2.813, -5.649, -0.678], [-4.861, -2.220, 2.862], [0.385, 3.768, -2.169], [-0.018, 5.613, 1.215], [1.145, -1.735, 1.543], [2.891, -0.474, 0.534], [-2.010, 0.779, -1.617], [2.285, 2.213, -0.816], [2.135, -1.346, 0.493], [1.386, -0.484, -2.013], [-0.954, -0.271, 0.143], [0.553, -1.955, 1.023], [0.718, -7.631, -1.026]], "homo_lumo_gap_ev": 10.9, "charge": 0, "smiles": "CC1(C)CN1", "de_lowest_kcal_mol": 97.7, "mol_weight_g_mol": 71.1}

***

{"formula": "C2H5N3S", "method": "wB97M-V/def2-TZVPD", "species": ["H", "N", "C", "N", "C", "N", "S", "H", "H", "H", "H"], "positions_angstrom": [[-0.779, 1.047, -2.375], [-0.636, 1.391, -1.422], [-0.511, 0.421, -0.606], [-0.699, -0.941, -0.880], [-0.301, 0.806, 0.798], [0.578, 0.366, 1.652], [1.611, -0.934, 1.124], [-0.738, -1.507, -0.041], [-0.047, -1.376, -1.527], [-0.925, 1.677, 1.083], [2.446, -0.949, 2.194]], "forces_ev_per_angstrom": [[-0.081, 0.053, 0.118], [0.413, -0.547, -0.003], [-0.580, -0.074, -0.823], [0.394, -0.241, 0.147], [1.033, 0.365, 1.913], [-0.926, 0.028, -1.479], [-0.124, 0.396, 0.308], [0.049, 0.038, -0.054], [-0.242, 0.312, -0.122], [0.560, -0.578, 0.202], [-0.497, 0.246, -0.207]], "homo_lumo_gap_ev": 9.7, "charge": 0, "smiles": "[H]/N=C(N)/C=N\\S", "de_lowest_kcal_mol": 40.6, "mol_weight_g_mol": 103.2}

***

Number 1: E_LUMO 0.855 eV. Number 2: E_LUMO 1.004 eV. Number 3: E_LUMO 0.346 eV.